[1]
This record from the OMol25 dataset describes a single C5H11NO molecule. The level of theory is the ωB97M-V functional and the def2-TZVPD basis.

HOMO (eV): -9.280
Gap between HOMO and LUMO (eV): 10.16
Total charge: 0

```
18
Properties=species:S:1:pos:R:3:lowdin_charge:R:1
C -0.88655 0.63616 1.42887 -0.07
C 0.33689 0.43619 0.54093 -0.39
C 1.30813 -0.62498 1.06331 -0.05
N -0.03529 0.12374 -0.84711 -0.12
C -1.30179 -0.49541 -1.17363 -0.06
C 0.91240 0.31231 -1.80193 -0.33
O 2.02182 0.77466 -1.60325 0.01
H -1.49675 -0.27107 1.51865 0.08
H -0.56336 0.91827 2.43659 0.08
H -1.52264 1.43967 1.04411 0.08
H 0.88404 1.38354 0.48347 0.14
H 2.12300 -0.72470 0.34318 0.07
H 1.73950 -0.32140 2.02273 0.08
H 0.82177 -1.60073 1.18982 0.08
H -1.44666 -1.45304 -0.65854 0.09
H -2.14654 0.15835 -0.93068 0.09
H -1.32546 -0.68866 -2.24851 0.08
H 0.57747 -0.00290 -2.80799 0.13
```



[2]
This record from the OMol25 dataset describes a molecular structure, C4H7NO. The level of theory is the ωB97M-V functional and the def2-TZVPD basis.

HOMO (eV): -9.379
Gap between HOMO and LUMO (eV): 10.48
Total charge: 0

```
13
Properties=species:S:1:pos:R:3:lowdin_charge:R:1
O -1.67847 0.47759 -1.84994 -0.07
N -1.69954 0.23900 -0.47204 0.03
C -0.64008 -0.33806 -0.08097 -0.35
C 0.73511 -0.47028 -0.67195 -0.09
C 1.14020 0.32589 0.61649 -0.15
C -0.09885 -0.29343 1.32101 -0.11
H -2.44611 1.05316 -1.96215 0.09
H 1.10606 -1.50088 -0.61119 0.11
H 0.88342 -0.07479 -1.67610 0.10
H 2.12221 0.17488 1.07232 0.10
H 0.96909 1.39201 0.44740 0.11
H 0.16287 -1.28711 1.69810 0.11
H -0.66647 0.26984 2.06239 0.11
```



[3]
This record from the OMol25 dataset describes 2 unconnected molecules or ions with the total composition C2H3F2N in a non-equilibrium geometry. The level of theory is the ωB97M-V functional and the def2-TZVPD basis.

HOMO (spin up / spin down) (eV): -9.830 / -8.825
Gap between HOMO and LUMO (spin up / spin down) (eV): 9.83 / 8.63
Total charge: 0

```
8
Properties=species:S:1:pos:R:3:lowdin_charge:R:1
C -0.91252 0.29980 0.06873 -0.34
C 0.26880 0.58322 0.88862 -0.23
N -0.33985 -0.73027 0.78395 0.16
F -2.21136 0.53892 -0.12272 0.04
F 1.44522 0.79930 0.14107 -0.03
H -0.54326 0.68014 -2.04824 0.14
H 0.28251 1.16152 1.78068 0.14
H 0.03383 -1.56476 0.38765 0.12
```



[4]
This record from the OMol25 dataset describes a single C4H7NO molecule. The level of theory is the ωB97M-V functional and the def2-TZVPD basis.

HOMO (eV): -9.643
Gap between HOMO and LUMO (eV): 10.01
Total charge: 0

```
13
Properties=species:S:1:pos:R:3:lowdin_charge:R:1
C -1.43654 -0.86331 0.36321 -0.03
C -0.18080 -0.21306 -0.12754 -0.39
C -0.25111 1.24086 -0.39685 -0.03
O 2.18928 0.64910 0.67014 0.01
C 2.06296 -0.36927 0.01601 -0.34
N 0.84871 -0.95541 -0.30905 0.11
H -1.70745 -1.73203 -0.24178 0.09
H -2.28433 -0.17706 0.45084 0.08
H -1.16519 -1.22291 1.36264 0.10
H -0.93226 1.11887 -1.25493 0.11
H -0.73396 1.82035 0.39724 0.10
H 0.67110 1.71822 -0.71835 0.08
H 2.91960 -1.01434 -0.21157 0.11
```



[5]
This record from the OMol25 dataset describes a molecular structure, C5H11CrO2 in a non-equilibrium geometry. The level of theory is the ωB97M-V functional and the def2-TZVPD basis.

HOMO (spin up / spin down) (eV): -17.492 / -17.495
Multiplicity: 4
Gap between HOMO and LUMO (spin up / spin down) (eV): 4.73 / 6.58
Expectation value of S²: 4.12
Total charge: +2

```
19
Properties=species:S:1:pos:R:3:lowdin_spin:R:1
C -3.54507 -1.23987 0.93502 0.00
C -4.51732 -0.87404 -0.17609 0.00
H -2.48398 -1.61033 0.46208 0.00
H -3.81062 -2.19266 1.41268 0.00
H -4.14183 -0.03801 -0.78124 0.00
H -5.49213 -0.58204 0.24225 0.00
H -4.69081 -1.72247 -0.85113 0.00
O 1.73269 0.28389 0.72939 -0.31
C 0.88880 -0.76339 0.58162 -0.02
C -0.56415 -0.57696 0.32378 0.00
O -1.31697 0.37641 0.74035 -0.02
C -0.96208 1.83739 0.75314 -0.15
Cr 1.11603 2.01000 0.88349 3.56
H 0.86515 -1.44718 1.46551 -0.02
H 1.18068 -1.45647 -0.24481 -0.01
H -0.88812 -0.96609 -0.65210 0.00
H -1.59950 2.20350 1.56744 -0.01
H -1.41682 2.19468 -0.18254 -0.01
H -3.62026 -0.52924 1.76971 0.00
```



[6]
This record from the OMol25 dataset describes a molecular structure, C27H30N7OPd in a non-equilibrium geometry. The level of theory is the ωB97M-V functional and the def2-TZVPD basis.

HOMO (spin up / spin down) (eV): -18.036 / -18.036
Gap between HOMO and LUMO (spin up / spin down) (eV): 5.27 / 5.27
Total charge: +3

```
66
Properties=species:S:1:pos:R:3:lowdin_charge:R:1
Pd 0.42393 0.33775 -0.48944 1.04
C -1.77669 2.31710 0.71025 -0.12
C -0.87121 3.09339 -0.24039 -0.10
C -1.01616 2.58494 -1.64697 -0.27
C -1.71773 3.27803 -2.61770 0.03
C -1.79682 2.77650 -3.90722 0.02
C -1.15620 1.58185 -4.20954 0.00
C -0.48950 0.92512 -3.20109 -0.10
N -0.43142 1.40961 -1.94565 -0.04
N -1.13482 1.02800 1.11442 -0.18
C -2.15377 -0.00039 1.36458 -0.06
C -1.87891 -1.41313 0.76486 -0.42
C -3.06164 -2.27450 0.89308 0.16
C -3.46180 -3.14125 -0.11581 0.05
C -2.74362 -3.07824 -1.27784 0.16
C -1.69516 -2.04426 -1.47723 -0.02
N -1.32134 -1.25472 -0.55724 0.10
C -0.22788 1.23469 2.26526 -0.09
C 0.81540 0.16549 2.36930 -0.25
C 1.28739 -0.27643 3.58721 0.00
C 2.34089 -1.18298 3.62089 0.01
C 2.88326 -1.63032 2.42690 0.00
C 2.35333 -1.16270 1.24003 -0.07
N 1.34936 -0.27351 1.20673 -0.03
H -2.71202 2.08904 0.20618 0.13
H -2.02149 2.90858 1.59497 0.15
H 0.17045 2.98102 0.06657 0.10
H -1.10035 4.15638 -0.19513 0.14
H -2.18022 4.22255 -2.36316 0.14
H -2.33612 3.32020 -4.67231 0.14
H -1.16445 1.17296 -5.21061 0.13
H 0.04830 0.00401 -3.38783 0.10
H -3.08962 0.33082 0.91563 0.14
H -2.33923 -0.13828 2.43486 0.16
H -3.56345 -2.28193 1.86097 0.17
H -4.28297 -3.83662 0.01449 0.15
H -2.95107 -3.76731 -2.09307 0.15
H -1.25192 -1.93654 -2.46198 0.13
H -0.79139 1.34188 3.19551 0.15
H 0.28932 2.18148 2.10233 0.14
H 0.84226 0.08795 4.50448 0.13
H 2.73181 -1.52923 4.56983 0.14
H 3.70780 -2.33027 2.40781 0.13
H 2.74197 -1.49021 0.28812 0.10
C 2.35658 -1.41690 -2.39301 -0.07
C 3.14903 -0.19132 -1.99779 -0.22
O 2.30654 0.82794 -1.38973 -0.31
C 3.02250 2.09759 -1.21523 -0.20
C 2.47604 3.19574 -2.08818 -0.04
H 3.00799 -2.28924 -2.44145 0.11
H 1.89014 -1.30017 -3.37155 0.08
H 1.57716 -1.64790 -1.66339 0.04
H 3.59466 0.25347 -2.88632 0.14
H 3.95934 -0.43209 -1.30877 0.13
H 4.06583 1.90532 -1.45715 0.13
H 2.97170 2.34787 -0.15527 0.12
H 2.56467 2.94517 -3.14690 0.10
H 3.05022 4.10714 -1.91248 0.11
H 1.43403 3.41103 -1.86617 0.05
N -0.82589 -2.11905 1.56901 0.25
C -0.95802 -2.85877 2.52135 0.01
C -0.97763 -3.53837 3.65544 -0.16
C -0.87804 -2.72470 4.84311 -0.15
N -0.79810 -1.97778 5.71396 0.23
C -1.07864 -4.96812 3.67434 -0.14
N -1.17656 -6.11339 3.66113 0.24
```



[7]
This record from the OMol25 dataset describes 6 unconnected molecules or ions with the total composition C54H44F23N2O23SSi in a non-equilibrium geometry. The level of theory is the ωB97M-V functional and the def2-TZVPD basis.

HOMO (eV): -10.721
Gap between HOMO and LUMO (eV): 6.95
Total charge: +1

```
148
Properties=species:S:1:pos:R:3:lowdin_charge:R:1
C 3.02012 1.38995 -1.65259 -0.14
Si 3.12374 2.90419 -0.49986 0.62
C 2.04848 4.24188 -1.34757 -0.15
C 4.86908 3.61881 -0.38256 -0.14
N 2.37825 2.52629 1.13168 -0.04
C 1.88117 3.40322 1.95871 -0.43
C 1.80996 4.89242 1.80765 -0.19
C 1.77451 5.63281 3.17793 -0.20
C 2.07012 7.13674 2.87781 -0.25
N 1.27956 7.61025 1.70983 -0.01
S 1.16215 2.69341 3.42655 1.15
C 1.15516 1.04808 2.65048 -0.44
C -0.17520 0.40721 2.15165 -0.15
C -1.42390 1.30214 2.23048 -0.07
C -1.64586 2.19851 0.99417 -0.39
F -0.40100 2.38060 0.40627 0.07
F -2.03679 3.41892 1.40089 0.13
C -2.54401 1.58067 -0.13094 -0.32
F -2.07852 1.98904 -1.31713 0.16
F -2.29134 0.24486 -0.08683 0.13
C -4.08916 1.74303 0.05633 -0.33
F -4.28950 1.83978 1.39691 0.15
F -4.66590 0.59316 -0.27288 0.19
C -4.77416 2.97710 -0.57106 -0.35
F -6.05192 2.94573 -0.16017 0.16
F -4.28916 4.11881 -0.08523 0.19
C -4.81391 3.12807 -2.13340 -0.34
F -5.84615 3.95534 -2.39155 0.17
F -3.74176 3.80188 -2.55598 0.17
C -5.10524 1.85683 -2.96716 -0.34
F -4.09880 0.97122 -2.96944 0.16
F -6.22111 1.33205 -2.45486 0.17
C -5.44865 2.15187 -4.49043 -0.34
F -6.78170 2.20251 -4.60306 0.17
F -4.99044 3.32590 -4.92422 0.18
C -4.98308 1.03086 -5.46594 -0.59
F -5.41073 -0.15797 -5.11345 0.21
F -5.56668 1.29232 -6.63701 0.18
F -3.69022 1.04842 -5.69855 0.20
C 2.29664 1.13948 1.60009 -0.22
C 3.60814 0.56674 2.27127 -0.22
O 3.89467 0.98054 3.32029 0.21
C 4.49622 -0.51658 1.59396 -0.34
F 4.41644 -0.46856 0.25300 0.14
F 3.95128 -1.70582 1.95707 0.15
C 5.98284 -0.56040 2.06008 -0.38
F 6.08032 -0.73877 3.37738 0.18
F 6.51793 -1.65885 1.51963 0.18
C 6.84679 0.67937 1.69174 -0.36
F 6.32856 1.83539 2.11053 0.16
F 8.01333 0.52579 2.34451 0.17
C 7.22868 0.82672 0.18229 -0.41
O 7.69168 1.84051 -0.14660 0.21
O 7.08371 -0.18787 -0.71776 0.12
H 2.31250 1.61245 -2.46791 0.04
H 3.98309 1.17318 -2.13714 0.04
H 2.62951 0.49318 -1.15438 0.01
H 2.54497 5.21842 -1.39295 0.04
H 1.77194 3.89139 -2.35402 0.04
H 1.09217 4.27461 -0.79356 0.02
H 5.55475 2.87486 -0.81910 0.02
H 5.18682 3.90949 0.62707 0.04
H 4.90605 4.47089 -1.08105 0.05
H 0.85972 5.10305 1.27758 0.14
H 2.59766 5.28567 1.14292 0.11
H 2.59310 5.19971 3.77586 0.11
H 0.79644 5.55253 3.67020 0.11
H 1.79697 7.72757 3.75863 0.12
H 3.13804 7.21116 2.60575 0.11
H 1.31001 8.62667 1.76628 0.08
H 1.78714 7.39457 0.85344 0.06
H 1.47138 0.40165 3.48597 0.12
H -0.32301 -0.53694 2.68898 0.11
H -0.03859 0.11111 1.09732 0.12
H -1.48393 1.92088 3.13790 0.12
H -2.28966 0.62277 2.30840 0.13
H 1.97088 0.38434 0.86778 0.14
H 6.52486 0.17495 -1.42457 0.13
C -1.65891 -5.36333 -0.04245 0.08
C -1.77715 -4.06833 0.25901 -0.23
C -1.41750 -3.54104 1.61196 -0.30
O -1.52320 -2.34084 1.81240 0.08
C -0.95719 -4.48418 2.62009 0.08
C -0.84253 -5.78606 2.32206 -0.22
C -1.17518 -6.30727 0.95534 -0.27
O -1.03314 -7.49358 0.72400 0.12
O -0.42634 -6.67995 3.21621 0.13
O -2.21866 -3.17225 -0.63215 0.11
H -1.91108 -5.75613 -1.01707 0.11
H -0.71669 -4.09276 3.59871 0.14
H -0.42850 -7.54246 2.75568 0.13
H -2.21022 -2.31174 -0.17149 0.10
C -12.10685 1.68645 1.31722 0.08
C -11.51478 2.83042 1.68023 -0.24
C -10.18456 3.23693 1.12351 -0.31
O -9.69775 4.29642 1.47250 0.11
C -9.52862 2.33288 0.18496 0.08
C -10.11824 1.18810 -0.17551 -0.23
C -11.46049 0.79420 0.36045 -0.31
O -11.95886 -0.25006 -0.01509 0.11
O -9.54601 0.33469 -1.03084 0.11
O -12.07456 3.67101 2.55463 0.11
H -13.06722 1.38349 1.71028 0.14
H -8.56179 2.62840 -0.19705 0.12
H -10.17529 -0.40752 -1.12408 0.12
H -11.45024 4.41719 2.64301 0.12
C -0.30068 -4.53266 -3.20821 0.09
C 0.40047 -3.46803 -2.80549 -0.22
C 0.73010 -2.34153 -3.73825 -0.31
O 1.35718 -1.38277 -3.31133 0.08
C 0.28739 -2.44401 -5.12073 0.08
C -0.41256 -3.51062 -5.52944 -0.23
C -0.76574 -4.62489 -4.59041 -0.27
O -1.41849 -5.56087 -5.00913 0.11
O -0.83174 -3.63835 -6.78715 0.13
O 0.84836 -3.34501 -1.54583 0.10
H -0.54689 -5.35179 -2.54444 0.10
H 0.54574 -1.63373 -5.78801 0.14
H -1.31177 -4.48920 -6.82446 0.13
H 1.32084 -2.49165 -1.52151 0.11
C -3.21119 -10.59362 -2.74576 0.08
C -2.56877 -9.57308 -2.16484 -0.22
C -2.14862 -8.36462 -2.95149 -0.28
O -1.58168 -7.45017 -2.37516 0.08
C -2.43350 -8.33743 -4.37864 0.08
C -3.07320 -9.36075 -4.95820 -0.23
C -3.51794 -10.55643 -4.17169 -0.31
O -4.11142 -11.44930 -4.74599 0.12
O -3.35000 -9.37314 -6.26311 0.12
O -2.27040 -9.57771 -0.86053 0.11
H -3.52165 -11.46900 -2.19277 0.14
H -2.10889 -7.46770 -4.93438 0.10
H -3.81457 -10.21746 -6.42779 0.12
H -1.81074 -8.73155 -0.68157 0.07
C 10.89141 1.48590 5.84361 0.08
C 9.81948 1.98965 5.22398 -0.24
C 9.93940 3.08279 4.20728 -0.32
O 8.92850 3.49012 3.66044 0.09
C 11.26625 3.61317 3.92200 0.08
C 12.34130 3.11280 4.54368 -0.23
C 12.22433 2.00040 5.54147 -0.31
O 13.23397 1.57025 6.06365 0.12
O 13.57079 3.57394 4.31024 0.12
O 8.58097 1.54927 5.47183 0.10
H 10.81670 0.69543 6.57733 0.14
H 11.33800 4.41364 3.19908 0.14
H 14.16537 3.04742 4.88020 0.12
H 7.99801 2.07689 4.89264 0.11
```



[8]
This record from the OMol25 dataset describes 2 unconnected molecules or ions with the total composition C3H11NO3 in a non-equilibrium geometry. The level of theory is the ωB97M-V functional and the def2-TZVPD basis.

HOMO (eV): -9.335
Gap between HOMO and LUMO (eV): 10.00
Total charge: 0

```
18
Properties=species:S:1:pos:R:3:lowdin_charge:R:1
C -0.03068 -0.50552 -0.78906 -0.24
C 0.91309 0.12596 -1.81278 -0.26
O 0.30982 1.33560 -2.23430 -0.06
N -0.26365 0.20948 0.47009 -0.07
C -0.99289 -0.68509 1.40703 -0.28
O -2.40441 -0.58257 1.23673 -0.07
H 0.37631 -1.50764 -0.53157 0.12
H -1.07115 -0.60746 -1.28031 0.14
H 1.82118 0.31118 -1.21936 0.11
H 1.16112 -0.62331 -2.58203 0.12
H 0.22894 1.23668 -3.18423 0.08
H -0.82961 1.04447 0.31682 0.13
H -0.65868 -0.45682 2.41860 0.11
H -0.66760 -1.72397 1.31114 0.12
H -2.77232 -1.22738 0.55204 0.12
H 2.03574 1.86862 1.97175 0.03
H 1.31142 0.64091 1.57350 -0.01
O 1.53335 1.14685 2.37594 -0.09
```